10
Properties=species:S:1:pos:R:3:nbo_charge:R:1 method="wB97M-V/def2-TZVPD" smiles="C=C(Cl)C(=C)Cl" e_homo_ha=-0.3598 fmax_ev_per_a=11.61 de_lowest_kcal_mol=36.2 homo_lumo_gap_ha=0.3866
C -0.7370 1.3321 -0.4470 -0.3810
C -0.1022 0.6587 0.3513 -0.1096
Cl -0.1836 0.8844 2.0488 -0.0009
C 0.7791 -0.4670 0.1970 -0.0796
C 0.1195 -1.5373 -0.3148 -0.3677
Cl 2.3686 -0.4129 0.8617 0.0521
H -1.5640 2.1547 -0.0995 0.2251
H -0.4809 1.5167 -1.5667 0.2349
H -0.8986 -1.6956 -0.6530 0.2289
H 0.6990 -2.4337 -0.3779 0.1978